w | # CFNO2

A 2-piece molecular cluster, CFNO2 overall (ωB97M-V with the def2-TZVPD basis set, the OMol25 dataset).

```
! wB97M-V def2-TZVPD RIJCOSX def2/J DEFGRID3
* xyz 0 1
C -0.90049 -0.04155 -0.04452
N 2.22667 -0.13725 0.17836
O -0.73014 -0.65544 -1.01033
O 1.22483 -0.29014 0.78094
F -1.96415 0.67591 0.26880
*
```

Values from the calculation:
Kohn-Sham gap (spin up / spin down) = 9.4 / 8.2 eV
Lowest unoccupied orbital energy (spin up / spin down) = -0.388 / -1.043 eV

Mulliken charges in e:
1 C 0.42
2 N 0.15
3 O -0.29
4 O -0.13
5 F -0.15


x | # CFNO2

A 2-piece molecular cluster, CFNO2 overall (ωB97M-V with the def2-TZVPD basis set, the OMol25 dataset).

```
! wB97M-V def2-TZVPD RIJCOSX def2/J DEFGRID3
* xyz 0 1
C 1.00802 0.20285 0.23517
N -1.88330 0.12359 0.34615
O 1.67342 1.13421 0.41280
O -2.22005 -0.44520 -0.60076
F 1.42191 -1.01545 -0.39337
*
```

Values from the calculation:
Kohn-Sham gap (spin up / spin down) = 10.3 / 7.4 eV
Lowest unoccupied orbital energy (spin up / spin down) = -0.283 / -1.725 eV

Mulliken charges in e:
1 C 0.37
2 N 0.18
3 O -0.25
4 O -0.13
5 F -0.17


y | # CFNO2

One molecule with the formula CFNO2 (ωB97M-V with the def2-TZVPD basis set, the OMol25 dataset).

```
! wB97M-V def2-TZVPD RIJCOSX def2/J DEFGRID3
* xyz 0 1
O -0.43303 0.54540 1.61029
N -0.97513 0.35372 0.57762
C 0.18544 -0.08858 -0.56405
O 0.17012 -0.02742 -1.74184
F 1.05259 -0.78312 0.11798
*
```

Values from the calculation:
Kohn-Sham gap = 8.8 eV
Lowest unoccupied orbital energy = -1.416 eV
Structure (SMILES) = O=NC(=O)F

Mulliken charges in e:
1 O -0.19
2 N 0.17
3 C 0.58
4 O -0.38
5 F -0.17


The most stable of them is y.


w | # C5H7N2O

An isolated ion of composition C5H7N2O and charge +1 (ωB97M-V with the def2-TZVPD basis set, the OMol25 dataset).

```
! wB97M-V def2-TZVPD RIJCOSX def2/J DEFGRID3
* xyz 1 1
C 0.35003 -0.26600 0.63455
C 0.62000 1.35144 2.07485
C 0.90677 -0.04196 1.96236
C -0.10249 0.00689 -1.16262
C -1.31664 -0.07379 -1.97024
N -0.15841 0.83514 0.10665
N 0.27728 -1.16464 -0.35071
O 0.46982 2.41104 2.40434
H 0.56790 -0.49346 2.89554
H 1.97685 -0.20213 2.00129
H 0.72195 0.29046 -1.70295
H -1.60293 0.52063 -2.91508
H -2.16787 -0.02960 -1.25495
H -1.39222 -1.22622 -2.30921
H 0.84995 -1.91780 -0.41384
*
```

Values from the calculation:
Kohn-Sham gap = 9.6 eV
Lowest unoccupied orbital energy = -4.772 eV

Mulliken charges in e:
1 C 0.17
2 C 0.52
3 C -0.15
4 C 0.43
5 C -1.19
6 N -0.55
7 N -0.33
8 O -0.06
9 H 0.33
10 H 0.31
11 H 0.49
12 H 0.32
13 H 0.29
14 H 0.25
15 H 0.18


x | # C5H7N2O

An isolated ion of composition C5H7N2O and charge +1 (ωB97M-V with the def2-TZVPD basis set, the OMol25 dataset).

```
! wB97M-V def2-TZVPD RIJCOSX def2/J DEFGRID3
* xyz 1 1
C -0.15996 0.87800 -0.23213
C 1.89246 -0.26160 0.03612
C -2.40502 1.76723 -0.30274
C -0.20106 -1.58014 -0.03049
C 1.04938 -1.39562 0.67972
N -1.14602 1.55142 -0.33989
N 1.12102 0.86753 -0.34589
O 3.05422 -0.31779 -0.08971
H -3.12867 1.50656 -1.17675
H -2.87923 2.23034 0.57589
H -1.11804 -1.53894 0.33682
H -0.09556 -1.82869 -1.02551
H 1.49437 -2.37360 0.77224
H 0.84337 -1.15607 1.74448
H 1.67872 1.65138 -0.60215
*
```

Values from the calculation:
Kohn-Sham gap (spin up / spin down) = 7.5 / 8.0 eV
Lowest unoccupied orbital energy (spin up / spin down) = -6.227 / -5.927 eV

Mulliken charges in e:
1 C 0.15
2 C 0.41
3 C -0.18
4 C -0.79
5 C -0.31
6 N -0.03
7 N -0.11
8 O -0.42
9 H 0.26
10 H 0.28
11 H 0.49
12 H 0.37
13 H 0.37
14 H 0.28
15 H 0.25


The most stable of them is w.


w | # CH2F3OPS

One molecule with the formula CH2F3OPS (ωB97M-V with the def2-TZVPD basis set, the OMol25 dataset).

```
! wB97M-V def2-TZVPD RIJCOSX def2/J DEFGRID3
* xyz 0 1
C 1.34713 -1.44402 0.03148
O -2.91520 -1.67530 -0.71991
F 1.63673 -2.02989 -1.11054
F 1.46197 -2.33574 0.99162
F 2.36158 -0.60367 0.21339
P -0.38414 -0.42453 -0.05761
S -2.40965 -1.20137 0.58843
H 0.12571 0.76815 0.33481
H -0.29040 -0.41066 -1.59259
*
```

Values from the calculation:
Kohn-Sham gap = 7.6 eV
Lowest unoccupied orbital energy = -0.438 eV

Mulliken charges in e:
1 C 0.69
2 O -0.50
3 F -0.23
4 F -0.22
5 F -0.24
6 P -0.02
7 S 0.17
8 H 0.15
9 H 0.18


x | # CH2F3OPS

One molecule with the formula CH2F3OPS (ωB97M-V with the def2-TZVPD basis set, the OMol25 dataset).

```
! wB97M-V def2-TZVPD RIJCOSX def2/J DEFGRID3
* xyz 0 1
O 0.86863 -0.98240 1.59109
S 0.05023 -0.96662 -0.11354
P -1.46831 0.18046 0.86469
C 1.02144 0.45526 -0.84669
F 0.44099 0.82743 -1.99371
F 2.25393 0.07355 -1.12002
F 1.03790 1.50109 -0.04656
H -1.73388 -0.88600 1.70987
H -2.47094 -0.20276 -0.04513
*
```

Values from the calculation:
Kohn-Sham gap = 9.3 eV
Lowest unoccupied orbital energy = -0.465 eV
Structure (SMILES) = O=S(#[PH2])C(F)(F)F

Mulliken charges in e:
1 O -0.55
2 S 0.12
3 P 0.03
4 C 0.79
5 F -0.22
6 F -0.20
7 F -0.17
8 H 0.12
9 H 0.08


The most stable of them is w.